ORCA calculation (ωB97M-V/def2-TZVPD) on C4H5PS2 in the gas phase at a distorted geometry.

Its net charge is 0. The value obtained for the energy above the lowest of the compared OMol25 structures with the same formula, charge and spin is 127.5 kJ/mol. The frontier orbital gap comes out at 6.999 eV.

CARTESIAN COORDINATES (ANGSTROEM)
C 0.601738 0.576181 0.863348
C 0.367231 0.503278 -0.523472
C -0.237736 0.414162 1.956430
C -0.647933 -0.086957 -1.219120
P -1.901402 -0.056193 2.141476
S -1.959593 -0.804546 -0.023330
S -1.178614 0.380424 -2.798322
H 1.588613 0.943370 1.115390
H 1.138174 0.936923 -1.148990
H 0.185915 0.720286 2.907816
H -1.178317 -1.864403 0.244051
H -1.580852 -0.839063 -3.189655

Forces on atoms 1 to 3 (eV/Å):
0.404 -0.026 0.936
-0.218 -0.542 -0.785
-0.302 -0.082 -0.405

natural (NBO) atomic charge list, values in e, 4 entries:
1 C -0.372
2 C -0.183
3 C -0.524
4 C -0.391